{"formula": "C5H9NO2", "method": "ωB97M-V/def2-TZVPD", "orbital_gap_ev": 10.3, "e_lumo_ev": 0.748, "de_lowest_kj_mol": 334.7, "symbols": ["C", "C", "C", "C", "C", "N", "O", "O", "H", "H", "H", "H", "H", "H", "H", "H", "H"], "xyz": [[0.529, -0.314, -0.248], [-0.831, 0.087, -0.806], [1.017, 0.403, 0.980], [1.626, 0.715, -0.366], [-1.903, -0.489, -0.031], [0.797, -1.719, -0.421], [-2.124, 1.136, 0.793], [-2.716, -1.301, 0.099], [-2.920, 1.531, 1.172], [1.569, -1.900, -1.052], [1.017, -2.180, 0.455], [-1.099, 1.196, -0.445], [-0.962, -0.169, -1.858], [1.608, -0.163, 1.688], [0.369, 1.148, 1.421], [1.398, 1.670, -0.819], [2.624, 0.347, -0.564]], "mulliken_charge": [0.60, -0.45, -0.64, -0.78, 0.46, -0.62, -0.69, -0.35, 0.20, 0.28, 0.27, 0.34, 0.37, 0.29, 0.19, 0.25, 0.29]}

{"formula": "CH3BrO2S", "method": "ωB97M-V/def2-TZVPD", "orbital_gap_ev": [9.5, 5.3], "e_lumo_ev": [-1.352, -3.542], "de_lowest_kj_mol": 208.9, "symbols": ["C", "O", "O", "S", "Br", "H", "H", "H"], "xyz": [[0.326, 0.035, -0.200], [1.495, -2.579, 0.766], [0.973, -0.895, -1.012], [1.956, -2.099, -0.529], [4.183, 0.681, 0.378], [0.795, 0.147, 0.877], [-0.805, -0.273, -0.105], [0.426, 1.051, -0.692]], "mulliken_charge": [-0.50, -0.38, -0.24, 0.51, -0.12, 0.27, 0.24, 0.23]}

{"formula": "C42H46MnN8O3S4Se", "method": "ωB97M-V/def2-TZVPD", "orbital_gap_ev": [6.5, 7.2], "multiplicity": 6, "e_lumo_ev": [-0.246, -0.256], "de_lowest_kj_mol": 78.8, "symbols": ["Mn", "C", "C", "C", "C", "C", "C", "C", "C", "S", "C", "N", "C", "C", "C", "C", "C", "C", "C", "C", "H", "H", "H", "H", "H", "H", "H", "H", "H", "H", "H", "H", "H", "H", "H", "H", "C", "C", "C", "N", "C", "S", "N", "C", "O", "C", "C", "C", "C", "C", "C", "H", "H", "H", "H", "H", "H", "H", "H", "H", "H", "H", "H", "H", "H", "C", "N", "C", "C", "N", "C", "C", "Se", "H", "H", "H", "H", "H", "H", "H", "H", "N", "C", "C", "C", "C", "C", "C", "S", "O", "O", "N", "C", "S", "C", "C", "N", "H", "H", "H", "H", "H", "H", "H", "H"], "xyz": [[-1.676, -0.949, -0.554], [0.592, 3.367, 2.481], [0.591, 2.738, 3.875], [-0.310, 3.587, 4.783], [2.026, 2.759, 4.418], [0.078, 1.300, 3.855], [-0.008, 0.582, 5.065], [-0.480, -0.714, 5.122], [-0.883, -1.322, 3.936], [-1.545, -2.901, 3.652], [-1.675, -2.527, 1.952], [-1.240, -1.342, 1.633], [-0.797, -0.632, 2.730], [-0.315, 0.676, 2.687], [-2.235, -3.457, 0.963], [-2.762, -4.680, 1.385], [-3.313, -5.535, 0.451], [-3.324, -5.156, -0.889], [-2.792, -3.937, -1.282], [-2.227, -3.031, -0.380], [0.960, 4.393, 2.546], [-0.410, 3.396, 2.048], [1.245, 2.822, 1.796], [0.029, 4.626, 4.785], [-0.294, 3.230, 5.813], [-1.344, 3.565, 4.434], [2.414, 3.780, 4.421], [2.684, 2.144, 3.801], [2.073, 2.379, 5.439], [0.302, 1.058, 5.987], [-0.535, -1.238, 6.067], [-0.292, 1.180, 1.731], [-2.753, -4.966, 2.432], [-3.735, -6.483, 0.757], [-3.763, -5.820, -1.625], [-2.822, -3.689, -2.340], [2.685, 3.966, -4.815], [1.619, 2.893, -4.975], [1.310, 2.218, -3.648], [0.324, 1.156, -3.816], [0.250, -0.030, -3.205], [-1.201, -0.872, -3.103], [1.407, -0.567, -2.695], [2.715, -0.459, -3.153], [3.639, -0.617, -2.393], [2.931, -0.253, -4.616], [4.077, 0.426, -5.017], [4.337, 0.601, -6.367], [3.466, 0.073, -7.312], [2.336, -0.628, -6.911], [2.061, -0.787, -5.561], [2.893, 4.458, -5.764], [3.621, 3.535, -4.453], [2.375, 4.735, -4.104], [1.943, 2.133, -5.690], [0.701, 3.333, -5.376], [0.912, 2.946, -2.936], [2.221, 1.812, -3.210], [-0.583, 1.461, -4.144], [1.296, -1.195, -1.883], [4.753, 0.806, -4.263], [5.220, 1.140, -6.683], [3.672, 0.201, -8.366], [1.668, -1.051, -7.650], [1.182, -1.336, -5.248], [3.360, -4.566, -1.889], [3.830, -3.567, -0.948], [5.151, -3.217, -0.765], [5.174, -2.231, 0.153], [3.870, -1.994, 0.527], [3.442, -0.941, 1.425], [3.036, -2.804, -0.165], [1.191, -2.851, -0.047], [3.919, -5.490, -1.749], [3.490, -4.207, -2.910], [2.304, -4.737, -1.697], [5.947, -3.702, -1.300], [5.995, -1.680, 0.574], [4.165, -0.847, 2.233], [2.466, -1.205, 1.825], [3.364, 0.001, 0.879], [-4.394, 0.846, 6.056], [-4.614, 0.630, 4.704], [-5.220, 1.606, 3.914], [-5.450, 1.377, 2.566], [-5.088, 0.168, 1.998], [-4.508, -0.824, 2.785], [-4.272, -0.598, 4.124], [-5.191, -0.104, 0.259], [-5.953, 0.987, -0.304], [-5.591, -1.460, 0.037], [-3.642, 0.024, -0.178], [-3.084, 1.226, -0.383], [-3.822, 2.781, -0.645], [-2.246, 3.469, -0.861], [-1.297, 2.518, -0.748], [-1.756, 1.258, -0.463], [-4.368, 1.805, 6.356], [-3.689, 0.272, 6.484], [-5.509, 2.552, 4.358], [-5.907, 2.138, 1.948], [-4.242, -1.774, 2.335], [-3.816, -1.372, 4.731], [-2.107, 4.524, -1.032], [-0.231, 2.688, -0.803]], "mulliken_charge": [0.19, -1.91, 2.11, -1.81, -1.72, 0.34, -0.25, -1.46, 1.61, -0.50, 0.29, 1.08, -2.29, -0.06, 1.10, -0.64, -0.92, -0.62, -0.30, -0.06, 0.50, 0.39, 0.28, 0.47, 0.34, 0.35, 0.46, 0.26, 0.35, 0.46, 0.45, 0.27, 0.42, 0.40, 0.40, 0.34, -1.49, -0.05, -0.69, 0.35, -0.56, -0.48, 1.06, -0.33, -0.47, 0.71, -0.48, -0.64, -0.44, -0.79, 0.07, 0.39, 0.31, 0.38, 0.06, 0.49, 0.50, 0.23, 0.36, -0.62, 0.52, 0.43, 0.40, 0.45, 0.45, -0.91, 0.37, -0.70, -0.41, 0.39, -0.97, -0.05, -0.62, 0.37, 0.30, 0.26, 0.48, 0.47, 0.36, 0.23, 0.33, -0.58, 0.85, -0.75, -0.41, -0.71, -0.34, -0.67, 1.05, -0.73, -0.69, -0.44, 0.88, -0.14, -0.59, -1.12, 0.35, 0.22, 0.22, 0.34, 0.51, 0.81, 0.49, 0.47, 0.63]}

{"formula": "C16H36ClFIN5O5P", "method": "ωB97M-V/def2-TZVPD", "orbital_gap_ev": 6.2, "total_charge": 1, "e_lumo_ev": -4.323, "symbols": ["O", "C", "O", "C", "C", "N", "C", "C", "C", "C", "F", "N", "I", "C", "N", "P", "O", "Cl", "H", "H", "H", "H", "H", "H", "H", "H", "H", "H", "H", "H", "H", "H", "C", "C", "C", "O", "C", "N", "H", "H", "H", "H", "H", "H", "H", "H", "H", "H", "H", "C", "C", "C", "O", "C", "N", "H", "H", "H", "H", "H", "H", "H", "H", "H", "H", "H"], "xyz": [[4.519, 0.669, 0.130], [3.945, 1.225, 1.102], [2.513, 1.385, 1.026], [2.290, 2.374, -0.056], [1.171, 3.407, 0.500], [-0.213, 3.061, -0.001], [-1.001, 4.363, 0.150], [-2.134, 3.984, 1.274], [-3.365, 3.552, 0.337], [-4.492, 2.662, 1.045], [-5.745, 2.959, 0.358], [-1.339, 2.956, 2.002], [-2.111, 2.119, 3.710], [-0.861, 2.083, 0.937], [-0.928, 0.761, 0.798], [-0.221, -0.115, -0.615], [-1.544, -0.564, -1.625], [0.630, -1.881, 0.218], [4.546, 1.560, 2.030], [1.991, 1.879, -1.042], [3.308, 2.896, -0.225], [1.508, 4.450, 0.147], [1.236, 3.366, 1.650], [-0.464, 5.246, 0.628], [-1.478, 4.610, -0.872], [-2.418, 4.961, 1.794], [-2.984, 2.969, -0.578], [-3.831, 4.525, -0.068], [-4.261, 1.565, 0.774], [-4.613, 2.832, 2.164], [-1.420, 0.178, 1.508], [-2.258, 0.123, -1.548], [-5.736, -1.443, 2.298], [-5.102, -1.156, 0.940], [-5.935, -1.672, -0.252], [-5.849, -3.076, -0.461], [-6.702, -3.849, 0.372], [-3.739, -1.708, 0.924], [-5.624, -2.486, 2.602], [-5.262, -0.835, 3.074], [-6.802, -1.201, 2.292], [-5.033, -0.069, 0.842], [-5.534, -1.216, -1.164], [-6.981, -1.352, -0.181], [-7.647, -3.341, 0.581], [-6.190, -4.100, 1.303], [-6.920, -4.785, -0.144], [-3.284, -1.429, 0.055], [-3.826, -2.721, 0.833], [6.526, -2.908, -3.361], [6.517, -1.566, -2.634], [7.585, -1.458, -1.526], [7.262, -2.158, -0.328], [7.548, -3.547, -0.364], [5.168, -1.319, -2.109], [6.074, -3.708, -2.772], [5.956, -2.839, -4.292], [7.546, -3.208, -3.619], [6.741, -0.795, -3.379], [7.661, -0.404, -1.236], [8.576, -1.751, -1.892], [8.441, -3.770, -0.955], [6.688, -4.098, -0.749], [7.720, -3.883, 0.661], [5.139, -0.382, -1.713], [5.043, -1.925, -1.297]], "mulliken_charge": [-0.49, 0.07, -0.20, -0.58, -0.56, 0.02, -0.85, 0.15, -0.82, 0.44, -0.34, -0.51, 0.21, 0.21, 0.08, 0.52, -0.50, -0.19, 0.34, 0.30, 0.50, 0.46, 0.30, 0.42, 0.35, 0.42, 0.33, 0.40, -0.28, 0.20, 0.22, 0.32, -1.57, 1.22, -0.75, -0.40, -0.65, -0.54, 0.35, 0.33, 0.37, -0.45, 0.31, 0.47, 0.30, 0.23, 0.27, 0.20, 0.32, -1.48, 0.37, -0.67, -0.38, -0.69, -0.69, 0.27, 0.38, 0.36, 0.40, 0.33, 0.45, 0.31, 0.25, 0.25, 0.28, 0.32]}

{"formula": "C5H9NO", "method": "ωB97M-V/def2-TZVPD", "orbital_gap_ev": 9.8, "e_lumo_ev": 0.908, "de_lowest_kj_mol": 246.3, "smiles": "CC(=O)[C@@H]1CN1C", "symbols": ["C", "C", "O", "C", "C", "N", "C", "H", "H", "H", "H", "H", "H", "H", "H", "H"], "xyz": [[1.069, -1.058, -1.265], [0.748, 0.418, -1.310], [0.989, 1.079, -2.297], [0.217, 1.119, -0.079], [0.508, 0.515, 1.276], [-0.818, 0.639, 0.790], [-1.984, -0.215, 0.711], [0.970, -1.487, -2.268], [2.106, -1.173, -0.919], [0.418, -1.574, -0.559], [0.251, 2.204, -0.215], [0.751, 1.175, 2.106], [1.078, -0.423, 1.276], [-2.449, -0.220, 1.704], [-1.880, -1.265, 0.391], [-2.715, 0.257, 0.049]], "mulliken_charge": [-1.10, 0.62, -0.56, -0.14, -0.48, -0.12, -0.76, 0.34, 0.29, 0.29, 0.34, 0.23, 0.20, 0.30, 0.28, 0.29]}